{"formula": "C5H10O2", "method": "wB97M-V/def2-TZVPD", "species": ["C", "C", "C", "C", "C", "O", "O", "H", "H", "H", "H", "H", "H", "H", "H", "H", "H"], "xyz": [[-1.0645, -0.0074, -0.3429], [0.4615, 0.3352, 0.0622], [0.9494, -0.5112, 1.2159], [1.3347, 0.1452, -1.1747], [-1.8832, -0.1907, 0.8946], [-1.6369, 1.0315, -1.0975], [-1.8495, -1.1824, 1.5824], [-1.1178, 1.1558, -1.8994], [-1.0480, -0.9548, -0.9018], [0.4551, 1.3900, 0.3557], [-2.4004, 0.7350, 1.2039], [2.0316, -0.4454, 1.3209], [0.6049, -1.5597, 1.0681], [0.4756, -0.2281, 2.1543], [2.3659, 0.3961, -0.9391], [1.0132, 0.7822, -1.9967], [1.3085, -0.8912, -1.5057]], "forces_ev_per_a": [[1.5, -0.2, 0.0], [-1.2, -0.1, -0.4], [-0.6, -0.9, 0.1], [-0.2, 0.1, 0.2], [0.5, 0.1, 0.6], [-0.1, 0.2, -0.2], [-0.4, 0.3, -0.4], [-0.1, 0.0, 0.1], [0.0, 0.1, 0.1], [0.0, 0.0, -0.1], [-0.3, -0.1, 0.1], [0.0, -0.1, 0.0], [0.6, 0.5, 0.0], [0.2, 0.2, 0.1], [0.1, 0.1, -0.1], [0.0, 0.1, -0.1], [0.0, -0.1, 0.0]], "mulliken_charge": [0.026, 0.642, -1.443, -1.469, -0.141, -0.548, -0.469, 0.357, 0.292, 0.163, 0.348, 0.407, 0.326, 0.369, 0.385, 0.392, 0.365], "de_lowest_kj_mol": 147.5, "e_tot_ev": -9441.514, "homo_lumo_gap_ev": 10.7}

---

{"formula": "C5H10O2", "method": "wB97M-V/def2-TZVPD", "species": ["O", "C", "C", "C", "C", "C", "O", "H", "H", "H", "H", "H", "H", "H", "H", "H", "H"], "xyz": [[2.5755, 0.1125, -0.5943], [1.7462, -0.7402, 0.1317], [0.4020, -0.8427, -0.5417], [-0.8182, -1.1150, 0.2451], [-1.6134, 0.4081, 0.2619], [-0.6068, 1.5015, 0.0818], [0.2242, 1.1509, -0.9459], [1.9773, 0.8558, -0.8241], [1.5805, -0.4063, 1.1729], [2.2532, -1.7158, 0.1971], [0.4170, -1.1277, -1.5901], [-0.6275, -1.3976, 1.2887], [-1.5272, -1.8032, -0.2367], [-2.2498, 0.6125, 1.1384], [-2.2063, 0.3654, -0.6600], [-0.1075, 1.8699, 1.0006], [-1.4423, 2.2204, -0.1334]], "forces_ev_per_a": [[0.2, 0.2, 0.0], [-0.2, 0.0, 0.1], [-0.2, 1.9, -0.3], [-1.0, 2.1, 0.2], [0.5, -2.3, 0.3], [-1.1, 0.1, 0.3], [0.1, -2.1, 0.3], [0.2, -0.1, 0.0], [0.1, 0.0, -0.2], [-0.3, 0.0, -0.1], [0.0, 0.1, 0.1], [0.1, 0.0, -0.4], [0.4, 0.2, 0.2], [0.1, -0.6, -0.2], [0.0, 0.1, 0.4], [-0.1, -0.4, -0.2], [1.3, 0.8, -0.6]], "mulliken_charge": [-0.571, -0.460, 0.258, -0.832, -0.533, -0.360, -0.737, 0.456, 0.272, 0.338, 0.319, 0.315, 0.302, 0.382, 0.264, 0.289, 0.298], "de_lowest_kj_mol": 361.7, "e_tot_ev": -9439.295, "homo_lumo_gap_ev": 10.1}